ORCA calculation (wB97M-V/def2-TZVPD) on 2 unconnected molecules or ions with the total composition CHF2IO in a non-equilibrium geometry.

Values from the calculation:
- net charge = 0
- E_HOMO (eV) = -10.0
- frontier orbital gap (eV) = 10.56
- SMILES string = O=C(F)F.I
- energy above the lowest of the compared OMol25 structures with the same formula, charge and spin (eV) = 0.071
- max |F| (eV Å⁻¹) = 1.70

Last column: natural (NBO) charge in e.
CARTESIAN COORDINATES (ANGSTROEM)
C: 0.27166 0.32658 1.88255  1.129
O: 0.42266 -0.11884 0.81220  -0.531
F: 0.12877 -0.27490 3.01709  -0.290
F: 0.33044 1.59915 2.23658  -0.309
I: -0.28954 -0.66539 -3.22933  -0.095
H: -0.86399 -0.86660 -4.71909  0.096